Molecular formula: C38H59BrN4O2S
Method: DFT, ωB97M-V with the def2-TZVPD basis set

Output
Frontier orbital gap in eV: 6.91
Structure (SMILES): C#CCc1cc(CCCCCCOC(=O)C=C)c2c(c1Br)Sc1ccc(NCC)cc1N2.CCN(CC)CC.CCN(CC)CC
Highest occupied orbital energy in eV: -7.44
F_max in eV/Å: 9.73

Geometry as ORCA input:
```
! wB97M-V def2-TZVPD RIJCOSX def2/J DEFGRID3
* xyz 0 1
C 0.01 10.96 2.84
C 0.72 10.02 2.04
C 1.99 9.08 1.51
C 2.20 7.70 2.36
C 2.39 6.28 1.50
C 2.65 4.81 2.25
C 2.86 3.52 1.23
C 1.54 3.35 0.23
C 0.14 3.76 0.97
C -1.21 3.10 0.29
C -1.47 3.61 -1.28
C -2.05 2.33 -2.15
O -3.50 2.54 -2.35
C -4.27 2.30 -1.10
O -4.16 1.18 -0.38
C -5.33 3.50 -0.66
C -5.89 3.50 0.75
C 2.73 4.67 3.92
C 2.53 6.11 4.74
C 2.29 7.56 3.99
Br 2.14 9.17 5.18
S 2.60 6.03 6.64
C 1.84 4.31 7.00
C 0.92 3.99 8.34
C 0.32 2.44 8.57
C 0.64 1.26 7.48
N 0.20 -0.19 7.57
C -0.34 -0.55 8.93
C 0.78 -0.55 10.14
C 1.54 1.66 6.14
C 2.16 3.16 5.86
N 2.99 3.35 4.62
H -0.52 11.86 3.43
H 2.99 9.67 1.40
H 1.68 8.75 0.40
H 2.35 6.38 0.31
H 2.97 2.49 1.80
H 3.85 3.65 0.60
H 1.68 4.07 -0.68
H 1.44 2.26 -0.21
H 0.18 3.50 2.13
H 0.02 4.93 0.88
H -1.26 1.93 0.40
H -2.13 3.52 0.91
H -0.52 4.10 -1.75
H -2.32 4.45 -1.30
H -1.84 1.31 -1.62
H -1.46 2.34 -3.17
H -5.63 4.38 -1.40
H -5.92 2.52 1.41
H -6.31 4.51 1.20
H 0.73 4.87 9.09
H -0.30 2.22 9.54
H 0.93 -0.86 7.23
H -1.31 0.07 9.24
H -0.72 -1.68 8.85
H 0.50 0.38 10.84
H 0.71 -1.51 10.85
H 1.88 -0.49 9.73
H 1.76 0.83 5.34
H 2.94 2.53 3.98
C -0.37 -4.53 -2.80
C -1.56 -3.60 -3.04
N -2.56 -3.65 -1.98
C -3.83 -3.02 -2.35
C -3.82 -1.52 -2.63
C -2.09 -3.36 -0.62
C -1.40 -2.02 -0.38
H -0.70 -5.55 -2.62
H 0.28 -4.54 -3.69
H 0.24 -4.20 -1.96
H -2.02 -3.92 -3.99
H -1.19 -2.58 -3.21
H -4.58 -3.23 -1.58
H -4.21 -3.53 -3.25
H -3.72 -0.94 -1.71
H -4.77 -1.23 -3.09
H -3.02 -1.23 -3.32
H -1.40 -4.15 -0.33
H -2.93 -3.46 0.08
H -0.65 -1.79 -1.14
H -0.90 -2.04 0.59
H -2.12 -1.20 -0.35
C 3.96 -7.22 -8.33
C 2.59 -6.69 -7.94
N 1.63 -7.75 -7.61
C 0.24 -7.28 -7.55
C -0.11 -6.26 -6.46
C 2.02 -8.68 -6.55
C 2.37 -8.10 -5.19
H 3.89 -7.95 -9.14
H 4.59 -6.39 -8.69
H 4.48 -7.68 -7.49
H 2.21 -6.12 -8.80
H 2.70 -5.98 -7.12
H -0.43 -8.14 -7.45
H -0.01 -6.83 -8.52
H -0.14 -6.72 -5.47
H -1.10 -5.84 -6.66
H 0.60 -5.42 -6.44
H 2.89 -9.25 -6.91
H 1.24 -9.44 -6.42
H 3.05 -7.24 -5.26
H 2.88 -8.86 -4.58
H 1.48 -7.79 -4.64
*
```

Atomic partial charges in e from the Mulliken method, atoms 1 to 6: atom 1 (C): -0.25, atom 2 (C): -0.22, atom 3 (C): -0.51, atom 4 (C): 0.46, atom 5 (C): -0.63, atom 6 (C): 0.45